Model 1:
H10O5 | ωB97M-V/def2-TZVPD

Lowest unoccupied orbital energy: 0.266 eV
Kohn-Sham gap: 10.59 eV
Structure (SMILES): O.O.O.O.O
M: 90.1 g mol⁻¹

Structure (XYZ):
```
15
Properties=species:S:1:pos:R:3:nbo_charge:R:1
O -2.814 -19.697 15.757 -0.95
O -3.109 -22.230 17.029 -0.97
H -5.423 -18.077 17.416 0.46
H -3.043 -27.397 17.643 0.46
H -2.558 -19.566 14.839 0.48
H -0.805 -24.573 16.821 0.49
O -1.493 -24.512 16.150 -0.96
H -2.755 -23.038 16.636 0.48
H -1.039 -24.633 15.311 0.48
O -4.822 -18.768 17.705 -0.95
H -2.092 -19.321 16.274 0.49
H -4.176 -18.853 16.993 0.48
H -3.010 -21.544 16.356 0.48
H -2.868 -26.000 17.051 0.48
O -3.039 -26.465 17.879 -0.95
```

---

Model 2:
H10O5 | ωB97M-V/def2-TZVPD

Lowest unoccupied orbital energy: 0.424 eV
Kohn-Sham gap: 11.16 eV
Structure (SMILES): O.O.O.O.O
M: 90.1 g mol⁻¹

Structure (XYZ):
```
15
Properties=species:S:1:pos:R:3:nbo_charge:R:1
H -1.179 0.895 1.476 0.50
H -1.913 -0.239 0.405 0.51
O 2.127 0.074 0.068 -1.03
H -1.915 0.000 -1.969 0.50
O -1.521 -0.095 1.335 -1.02
H -0.553 0.482 -1.036 0.53
H 0.026 -1.296 0.789 0.52
O 0.470 -1.752 0.007 -0.98
H 2.855 -0.237 0.725 0.49
O -1.181 -0.267 -1.200 -1.02
H 0.962 1.344 0.035 0.52
H -0.174 -1.742 -0.783 0.52
H 0.451 2.776 -0.248 0.48
H 1.515 -0.701 -0.102 0.50
O 0.096 1.880 -0.121 -1.02
```

---

Model 3:
H10O5 | ωB97M-V/def2-TZVPD

Lowest unoccupied orbital energy: 0.329 eV
Kohn-Sham gap: 11.08 eV
Structure (SMILES): O.O.O.O.O
M: 90.1 g mol⁻¹

Structure (XYZ):
```
15
Properties=species:S:1:pos:R:3:nbo_charge:R:1
H 15.099 35.408 30.372 0.46
O 18.304 37.160 28.584 -0.96
O 14.632 34.766 29.849 -0.93
H 19.575 31.984 28.808 0.50
H 15.506 33.447 25.602 0.48
H 17.973 33.521 28.912 0.50
O 19.090 32.330 29.493 -0.97
H 15.387 34.951 25.901 0.47
O 15.961 34.289 26.136 -0.94
H 18.622 37.351 27.716 0.46
O 17.319 34.211 28.665 -1.03
H 16.995 34.147 27.772 0.50
H 18.701 31.850 30.184 0.50
H 18.222 36.180 28.586 0.49
H 15.343 34.687 29.315 0.47
```

---

Structures ranked by computed energy, the most stable listed first: model 1, model 2, model 3.

---

Model 1:
C4H15NO3 | ωB97M-V/def2-TZVPD

Lowest unoccupied orbital energy (spin up / spin down): 3.053 / 3.171 eV
Kohn-Sham gap (spin up / spin down): 1.98 / 8.48 eV
Spin multiplicity: 2
M: 125.2 g mol⁻¹
Total charge: -1

Structure (XYZ):
```
23
Properties=species:S:1:pos:R:3:lowdin_spin:R:1
H -3.278 1.279 -1.909 0.00
H 2.273 0.207 -3.127 0.03
H -0.501 0.660 1.916 0.03
H -2.913 1.927 -0.326 0.00
H 4.347 -1.986 4.779 0.02
O 1.863 -0.588 -3.499 0.10
O 3.643 -2.035 5.441 0.13
O 4.050 1.484 -3.200 0.19
H -3.444 -0.871 -0.415 0.00
N -2.724 -0.199 -0.505 0.01
H -0.367 1.240 0.204 0.04
H -1.652 1.767 1.222 0.01
C -1.033 0.896 1.001 0.10
C -3.351 1.085 -0.840 0.03
H 4.709 0.837 -3.479 0.05
C -1.567 -1.479 1.165 0.08
H -0.823 -1.512 1.944 0.03
H -4.415 1.080 -0.590 0.00
C -1.833 -0.313 0.573 0.02
H -1.958 -2.439 0.848 0.01
H 1.701 -1.122 -2.710 0.03
H 2.875 -2.276 4.905 0.04
H 4.398 2.359 -3.398 0.05
```

---

Model 2:
C4H15NO3 | ωB97M-V/def2-TZVPD

Lowest unoccupied orbital energy (spin up / spin down): 3.924 / 3.756 eV
Kohn-Sham gap (spin up / spin down): 7.13 / 8.14 eV
Spin multiplicity: 2
M: 125.2 g mol⁻¹
Total charge: -1

Structure (XYZ):
```
23
Properties=species:S:1:pos:R:3:lowdin_spin:R:1
H 1.162 -2.326 2.164 0.00
H 2.162 0.325 1.357 0.49
H 0.258 -1.799 -0.967 0.00
H 1.116 0.574 1.236 0.12
H 0.300 2.154 1.566 0.00
H -0.998 -0.468 0.836 0.01
H -0.721 1.974 -2.144 0.00
H -2.151 2.225 -0.135 0.00
O -0.643 -2.142 -1.267 0.00
C -1.791 1.206 -0.335 0.01
C 0.258 1.285 0.889 0.19
H -1.710 0.808 1.808 0.00
O 1.630 -1.048 -0.461 0.06
H -0.557 -3.104 -1.327 0.00
H -0.500 0.252 -1.783 0.00
O 0.886 -1.458 1.876 0.05
N 0.531 1.623 -0.511 0.02
C -1.114 0.625 0.920 0.02
H 1.331 1.038 -0.752 0.01
H 2.455 -1.480 -0.716 0.00
H 1.307 -1.222 0.892 0.01
C -0.646 1.239 -1.331 0.00
H -2.627 0.595 -0.680 0.00
```

---

Structures ranked by computed energy, the most stable listed first: model 1, model 2.

---

Model 1:
C9H21N3O3 | ωB97M-V/def2-TZVPD

Lowest unoccupied orbital energy: 0.280 eV
Kohn-Sham gap: 8.52 eV
M: 219.3 g mol⁻¹

Structure (XYZ):
```
36
Properties=species:S:1:pos:R:3:nbo_charge:R:1
H -1.173 0.373 -2.113 0.19
C -1.516 -1.908 -1.611 0.66
N -1.429 0.051 -0.043 -0.60
N 1.748 2.178 1.214 -0.65
O 3.552 1.195 2.111 -0.65
C 2.349 3.135 0.368 -0.41
C -1.095 0.892 -1.158 -0.43
H -2.017 -0.738 -0.268 0.43
C 2.368 1.285 2.016 0.68
H -1.299 -0.033 3.075 0.23
N -0.378 -1.848 -2.385 -0.61
O -1.450 -2.500 -0.497 -0.65
H 1.605 -0.667 2.064 0.20
H -1.674 1.810 -1.262 0.20
H 1.634 -1.218 -1.849 0.21
O -0.179 1.148 1.350 -0.66
H -0.069 1.255 -1.089 0.22
H 1.527 -2.728 -2.693 0.21
C -1.154 -0.702 2.226 -0.72
H 0.797 1.897 1.017 0.42
H 1.880 -0.184 3.676 0.22
C 1.026 -2.118 -1.941 -0.43
C -2.831 -1.456 -2.273 -0.73
H 1.179 -2.506 -0.934 0.25
H 2.019 4.169 0.474 0.18
H -2.720 -0.690 -3.041 0.22
H 3.420 3.265 0.518 0.22
C -0.883 0.234 1.092 0.72
H -0.193 -1.158 2.467 0.26
H 2.135 2.880 -0.670 0.17
C 1.513 0.197 2.723 -0.71
H -0.466 -1.269 -3.208 0.38
H 0.455 0.407 2.878 0.23
H -3.527 -0.985 -1.579 0.24
H -2.028 -1.354 2.226 0.23
H -3.127 -2.311 -2.881 0.26
```

---

Model 2:
C9H21N3O3 | ωB97M-V/def2-TZVPD

Lowest unoccupied orbital energy: 0.517 eV
Kohn-Sham gap: 9.61 eV
Structure (SMILES): CNC(C)=O.CNC(C)=O.CNC(C)=O
M: 219.3 g mol⁻¹

Structure (XYZ):
```
36
Properties=species:S:1:pos:R:3:nbo_charge:R:1
H -0.449 3.092 -4.469 0.22
C 1.987 -0.711 1.181 0.68
H 3.937 -2.349 -0.239 0.20
H -4.677 1.766 3.998 0.24
H 0.456 -1.680 -4.494 0.21
H 1.762 -1.237 -5.731 0.21
N 2.197 -1.222 -0.005 -0.61
H -3.092 -1.788 2.699 0.41
O -4.915 -0.408 2.682 -0.65
C 0.332 2.769 -3.781 -0.72
C -3.926 -0.173 3.345 0.67
H 2.538 -2.886 -1.118 0.19
H -1.075 0.183 3.098 0.20
H -2.921 1.624 4.132 0.22
H 2.197 1.380 1.920 0.23
O 2.068 -1.352 2.209 -0.65
O 1.170 0.882 -2.561 -0.67
C 2.858 -2.484 -0.157 -0.42
H 1.139 3.423 -4.111 0.24
C -3.863 1.091 4.262 -0.71
C 1.590 0.791 1.232 -0.72
H 1.767 1.379 0.331 0.22
H 2.479 -3.194 0.579 0.23
H 1.970 -0.944 -4.097 0.23
H 0.050 3.140 -2.796 0.25
H -0.994 -1.545 3.359 0.22
H -4.028 0.727 5.276 0.23
N -2.935 -0.970 3.270 -0.60
H 1.862 -0.689 -0.794 0.42
N 0.759 0.488 -4.859 -0.61
C 1.184 -0.952 -4.852 -0.43
H -1.440 -0.556 4.687 0.20
C -1.563 -0.649 3.608 -0.42
H 0.228 0.847 -5.640 0.40
H 0.559 0.938 1.553 0.22
C 0.789 1.272 -3.714 0.68
```

---

Structures ranked by computed energy, the most stable listed first: model 2, model 1.

---

Model 1:
C2H5N2 | ωB97M-V/def2-TZVPD

Lowest unoccupied orbital energy: -5.674 eV
Kohn-Sham gap: 9.83 eV
Structure (SMILES): C#[N+]NC
M: 57.1 g mol⁻¹
Total charge: +1

Structure (XYZ):
```
9
Properties=species:S:1:pos:R:3:nbo_charge:R:1
H 1.306 -1.066 -0.320 0.23
C -2.125 -0.329 -0.160 0.37
N 0.135 0.206 0.775 -0.37
C 1.188 0.019 -0.160 -0.45
H 1.064 0.501 -1.170 0.23
H 2.133 0.446 0.214 0.26
H 0.238 0.742 1.615 0.45
H -2.884 -0.569 -0.929 0.32
N -1.055 0.050 0.134 -0.04
```

---

Model 2:
C2H5N2 | ωB97M-V/def2-TZVPD

Lowest unoccupied orbital energy: -5.488 eV
Kohn-Sham gap: 10.89 eV
M: 57.1 g mol⁻¹
Total charge: +1

Structure (XYZ):
```
9
Properties=species:S:1:pos:R:3:nbo_charge:R:1
H -2.715 -0.134 -0.213 0.31
C 0.938 -0.025 -0.013 -0.04
H 0.062 2.027 0.110 0.48
H 1.425 -0.141 -0.917 0.23
C -0.981 0.108 0.030 0.44
H 1.731 0.000 0.695 0.25
N -0.079 1.019 0.005 -0.55
H -0.168 -1.887 0.367 0.46
N -0.213 -0.966 -0.063 -0.57
```

---

Model 3:
C2H5N2 | ωB97M-V/def2-TZVPD

Lowest unoccupied orbital energy (spin up / spin down): -7.107 / -7.107 eV
Kohn-Sham gap (spin up / spin down): 7.99 / 8.00 eV
M: 57.1 g mol⁻¹
Total charge: +1

Structure (XYZ):
```
9
Properties=species:S:1:pos:R:3:nbo_charge:R:1
C 1.430 -0.265 -0.166 -0.20
H -2.198 -1.380 0.278 0.48
H -0.028 0.913 1.123 0.25
N -2.233 -0.460 -0.052 -0.07
H 2.065 -0.372 -1.023 0.23
H 0.363 1.283 -0.697 0.22
H 1.875 -0.799 0.687 0.21
C 0.408 0.597 0.049 -0.51
N -1.683 0.484 -0.199 0.38
```

---

Structures ranked by computed energy, the most stable listed first: model 1, model 2, model 3.

---

Model 1:
C6H16N | ωB97M-V/def2-TZVPD

Lowest unoccupied orbital energy: -3.364 eV
Kohn-Sham gap: 11.65 eV
M: 102.2 g mol⁻¹
Total charge: +1

Structure (XYZ):
```
23
Properties=species:S:1:pos:R:3:nbo_charge:R:1
H 0.974 2.319 -0.686 0.45
C -0.464 -1.310 -0.470 -0.64
H -1.188 -0.711 0.089 0.19
H -3.119 2.750 -1.168 0.25
H -0.787 3.479 -1.602 0.24
N 0.121 1.761 -0.715 -0.71
C 0.790 -1.626 0.337 -0.23
C -2.285 2.140 -0.847 -0.32
H -0.162 -1.137 2.199 0.19
H -0.005 1.362 0.219 0.46
H 1.239 -2.244 2.390 0.23
H 1.425 0.302 1.142 0.18
H -0.271 -2.853 1.775 0.23
C 1.783 -0.440 0.429 -0.62
H 1.351 -2.432 -0.137 0.22
H -2.500 1.174 -0.418 0.22
H 2.730 -0.829 0.805 0.25
C 0.385 -1.980 1.768 -0.61
H -0.290 -0.978 -1.501 0.19
C -1.070 2.560 -1.111 -0.08
H 0.299 0.943 -1.307 0.46
H 2.048 -0.005 -0.541 0.18
H -1.007 -2.245 -0.651 0.25
```

---

Model 2:
C6H16N | ωB97M-V/def2-TZVPD

Lowest unoccupied orbital energy: -6.656 eV
Kohn-Sham gap: 8.13 eV
M: 102.2 g mol⁻¹
Total charge: +1

Structure (XYZ):
```
23
Properties=species:S:1:pos:R:3:nbo_charge:R:1
H 3.207 0.565 0.164 0.26
C 2.353 0.250 -0.431 -0.61
C -2.424 -1.043 -0.159 -0.59
H 0.982 0.745 1.251 0.24
H -1.955 -2.027 -0.185 0.22
H 2.083 1.052 -1.134 0.22
H 0.940 -1.622 1.949 0.41
H 0.030 -0.741 -1.230 0.20
C 1.135 0.017 0.451 -0.18
H -1.353 0.210 1.257 0.25
H 0.940 -1.993 0.318 0.37
H 6.071 3.019 -1.588 0.02
C -1.437 0.119 0.164 -0.38
H 5.550 2.611 -1.266 -0.02
H 2.568 -0.670 -0.971 0.23
H -1.386 2.269 -0.258 0.23
C -2.088 1.431 -0.297 -0.58
C -0.096 -0.084 -0.362 0.42
H -3.247 -1.050 0.548 0.25
H -2.409 1.408 -1.339 0.23
H -2.799 -0.860 -1.167 0.23
H -2.973 1.632 0.302 0.26
N 1.266 -1.342 1.029 -0.69
```

---

Model 3:
C6H16N | ωB97M-V/def2-TZVPD

Lowest unoccupied orbital energy: -5.322 eV
Kohn-Sham gap: 8.66 eV
M: 102.2 g mol⁻¹
Total charge: +1

Structure (XYZ):
```
23
Properties=species:S:1:pos:R:3:nbo_charge:R:1
H -1.562 1.961 2.251 0.26
H 1.528 -0.586 -2.231 0.22
C -1.786 1.093 1.644 -0.60
H 0.502 -1.183 -3.555 0.25
C -0.521 0.115 -2.198 -0.35
H -1.253 -1.093 -0.480 0.26
H -1.366 0.086 -2.877 0.23
C 0.536 -0.954 -2.491 -0.63
H -2.811 0.998 1.292 0.24
H 1.962 -1.150 3.363 0.37
H 2.846 -1.647 2.154 0.37
C 0.384 0.295 0.255 -0.02
C -0.821 1.018 0.468 -0.20
H -0.088 1.110 -2.277 0.22
H 1.207 1.016 0.392 0.26
H 3.135 -0.189 2.768 0.38
H -0.586 1.996 0.053 0.24
H -2.124 0.369 -1.038 0.34
C -1.161 -0.045 -0.716 -0.45
H -1.600 0.207 2.256 0.23
H 0.380 -1.874 -1.929 0.21
N 2.406 -0.841 2.506 -1.09
H 0.793 -0.700 0.392 0.27
```

---

Structures ranked by computed energy, the most stable listed first: model 1, model 2, model 3.

---

Model 1:
C3H9N2 | ωB97M-V/def2-TZVPD

Lowest unoccupied orbital energy (spin up / spin down): -5.323 / -5.323 eV
Kohn-Sham gap (spin up / spin down): 8.94 / 8.94 eV
Structure (SMILES): C=[NH+]N(C)C
M: 73.1 g mol⁻¹
Total charge: +1

Structure (XYZ):
```
14
Properties=species:S:1:pos:R:3:nbo_charge:R:1
C -1.344 -1.027 0.130 -0.43
H -0.953 1.365 -1.411 0.22
N -0.359 0.034 0.320 -0.18
H -1.867 1.351 -0.004 0.25
C -0.825 1.222 -0.288 -0.46
H -2.277 -0.654 0.469 0.25
N 1.063 -0.337 0.306 -0.25
C 2.347 0.131 0.213 0.02
H -0.339 2.070 0.065 0.23
H 3.160 -0.596 0.262 0.23
H 1.314 -1.345 0.410 0.44
H -1.150 -1.983 0.664 0.24
H -1.441 -1.267 -0.999 0.21
H 2.672 1.034 -0.136 0.22
```

---

Model 2:
C3H9N2 | ωB97M-V/def2-TZVPD

Lowest unoccupied orbital energy: -3.932 eV
Kohn-Sham gap: 8.99 eV
M: 73.1 g mol⁻¹
Total charge: +1

Structure (XYZ):
```
14
Properties=species:S:1:pos:R:3:nbo_charge:R:1
H -2.772 0.587 0.596 0.45
H 1.127 1.671 -2.033 0.41
C 1.689 -0.479 0.545 -0.74
H 1.229 -1.367 0.618 0.23
N -1.748 0.069 0.691 -0.71
H 2.776 -0.705 0.173 0.28
C -1.073 -0.259 -0.627 -0.42
H 1.717 -0.114 1.658 0.26
H -1.053 -1.195 -0.991 0.22
H -1.384 0.606 1.447 0.44
C 1.058 0.375 -0.443 0.47
H -1.118 0.515 -1.452 0.23
H -2.007 -0.828 1.107 0.44
N 1.560 1.123 -1.287 -0.58
```

---

Structures ranked by computed energy, the most stable listed first: model 1, model 2.